Density functional theory data (ωB97M-V with the def2-TZVPD basis set) for 2 unconnected molecules or ions with the total composition C2H2N2O in a non-equilibrium geometry.

```
7
Properties=species:S:1:pos:R:3:forces:R:3
O -0.001 0.239 -0.793 -0.077 -0.186 0.175
C -1.198 -0.186 -0.625 0.289 0.070 -0.354
N -0.407 -0.992 1.738 1.449 0.599 0.256
N 0.579 -0.491 1.742 -1.434 -0.723 0.260
C 1.236 0.255 -0.384 -0.198 0.183 -0.322
H -1.636 -0.263 -1.642 0.088 0.192 0.063
H 1.466 1.326 -0.192 -0.117 -0.135 -0.078
```
Forces are in eV/Å.

Its orbital gap is 9.45 eV. As for the calculated total energy: -261.94422 a.u. The calculation puts the energy above the lowest of the compared OMol25 structures with the same formula, charge and spin at 576.8 kJ/mol.



Density functional theory data (ωB97M-V with the def2-TZVPD basis set) for C2H2N2O in the gas phase in a non-equilibrium geometry.

```
7
Properties=species:S:1:pos:R:3:forces:R:3
N -2.458 -0.572 -0.147 4.939 2.745 0.477
C -1.403 -0.004 -0.056 -3.731 -2.901 -0.230
C -0.159 0.747 -0.042 0.651 0.300 -0.565
N 1.077 0.441 -0.248 -0.719 -1.284 2.348
O 1.140 -0.926 -0.115 2.536 -4.027 0.697
H -0.198 1.754 0.235 -0.800 1.766 -0.442
H 2.000 -1.442 0.374 -2.876 3.401 -2.286
```
Forces are in eV/Å.

Its orbital gap is 9.90 eV. As for the calculated total energy: -262.02767 a.u. As for the SMILES: N#C/C=N\O. The calculation puts the energy above the lowest of the compared OMol25 structures with the same formula, charge and spin at 357.7 kJ/mol.



Density functional theory data (ωB97M-V with the def2-TZVPD basis set) for 3 unconnected molecules or ions with the total composition C2H2N2O in a non-equilibrium geometry.

```
7
Properties=species:S:1:pos:R:3:forces:R:3
C 1.197 -1.026 -0.062 1.912 -1.646 -0.315
C 2.251 -1.718 -0.139 -0.826 0.331 0.208
N -0.743 0.303 0.047 -3.339 1.749 -0.013
N 0.246 -0.293 0.007 0.255 0.814 0.307
O 3.217 -2.358 -0.129 2.001 -1.249 -0.184
H -3.450 2.755 0.038 2.642 -1.502 0.733
H -2.718 2.336 0.239 -2.646 1.503 -0.736
```
Forces are in eV/Å.

Its orbital gap (alpha / beta) is 6.82 / 6.90 eV. As for the calculated total energy: -261.90862 a.u. Its multiplicity is 3. The calculation puts the energy above the lowest of the compared OMol25 structures with the same formula, charge and spin at 335.4 kJ/mol.



Density functional theory data (ωB97M-V with the def2-TZVPD basis set) for C2H2N2O2 in the gas phase in a non-equilibrium geometry.

```
8
Properties=species:S:1:pos:R:3:forces:R:3
N 0.727 1.135 -2.092 -0.061 0.448 -0.100
C 0.046 0.843 -1.218 2.009 0.607 -0.818
C -0.748 0.114 -0.306 -0.997 -1.305 1.065
O -1.853 -0.148 -0.655 -1.999 -0.292 -0.130
N -0.216 -0.368 0.874 1.713 1.438 -1.317
O 1.209 -0.465 0.733 -0.770 0.732 1.703
H -0.592 -1.228 1.175 -0.627 -1.122 0.256
H 1.427 0.118 1.489 0.733 -0.505 -0.661
```
Forces are in eV/Å.

Its orbital gap is 11.18 eV. As for the calculated total energy: -337.32047 a.u. As for the SMILES: N#CC(=O)NO. The calculation puts the energy above the lowest of the compared OMol25 structures with the same formula, charge and spin at 272.9 kJ/mol.